Record 1
Formula: C11H19ClN4O4SSn
Source: the OMol25 dataset
Level of theory: ωB97M-V/def2-TZVPD

As for the multiplicity: 1. For the lowest unoccupied orbital energy, the calculation gives -6.0 eV. The total charge is +2.

Each line ends with the Mulliken charge.
Positions of all 41 atoms, in Å:
Sn  -1.34427  -1.51139  -1.56491  0.807
Cl  -2.27524  1.04290  -0.80723  1.773
S  1.14584  -1.09536  -1.80165  -0.453
O  -1.48534  0.18548  0.14441  -0.675
O  -1.52608  0.85841  -2.08186  -0.580
O  -2.30467  2.38736  -0.39612  -0.530
O  -3.55907  0.42887  -0.95497  -0.559
N  -0.77731  -3.80910  3.41785  -0.071
N  -0.96890  -2.49252  0.89800  0.078
N  1.24710  1.03217  -3.38453  -0.214
N  1.42814  1.46949  -1.13323  0.131
C  1.58490  2.89855  -1.25435  0.383
C  0.04178  -4.32995  2.26512  -1.005
C  -2.17688  -3.11100  1.46224  -0.811
C  1.26237  0.62670  -2.13176  0.374
C  1.90621  5.62838  -1.45292  -0.554
C  -2.11089  -3.20626  2.97939  -0.675
C  0.27514  -3.22770  1.24000  -0.576
C  0.62341  3.64695  -1.91824  -0.017
C  2.84598  4.86860  -0.76798  -0.517
C  0.79611  5.01981  -2.02092  -0.783
C  2.69059  3.49500  -0.66708  -0.590
H  -0.23551  -3.10793  3.92447  0.389
H  -3.04883  -2.51175  1.20539  0.429
H  -2.91439  -3.82225  3.37689  0.385
H  -0.90532  -1.53956  1.24425  0.290
H  -2.32296  -4.09121  1.01058  0.420
H  3.42613  2.89162  -0.14809  0.420
H  2.03620  6.69881  -1.53657  0.416
H  0.05052  5.61640  -2.52912  0.416
H  1.39411  2.00568  -3.61735  0.266
H  -0.50956  -5.16743  1.84584  0.406
H  0.69918  -3.70729  0.35724  0.330
H  1.15618  0.36075  -4.12904  0.245
H  1.53130  1.06269  -0.21640  0.251
H  3.70620  5.34358  -0.31598  0.408
H  -0.94060  -4.56525  4.08418  0.373
H  0.98541  -4.70631  2.65253  0.444
H  -0.26903  3.17290  -2.31224  0.397
H  -2.17866  -2.21929  3.43237  0.372
H  1.02070  -2.51955  1.60178  0.408

=====

Record 2
Formula: C7H13N2
Source: the OMol25 dataset
Level of theory: ωB97M-V/def2-TZVPD

As for the multiplicity: 1. For the lowest unoccupied orbital energy, the calculation gives -4.4 eV. The total charge is +1. The value obtained for the relative energy (zero: lowest compared OMol25 entry of this formula, charge and spin) is 500.2 kJ/mol.

Each line ends with the Mulliken charge.
Positions of all 22 atoms, in Å:
N  0.88581  -0.74089  1.69865  -0.308
N  3.00019  0.04790  1.83719  -0.340
C  1.74501  0.22769  1.45365  -0.068
C  -0.52678  0.23743  -1.38776  0.967
C  0.92875  0.31341  -1.44178  -0.790
C  0.31826  0.80864  -2.47009  -0.493
C  -1.47275  -0.92142  -1.37282  -0.716
C  -1.37552  0.97686  -0.25788  -0.904
C  -2.41042  -0.13942  -0.36995  -0.333
H  1.39394  1.10193  1.15898  0.652
H  -0.10549  -0.60931  1.80032  0.257
H  1.17593  -1.69428  1.68723  0.232
H  1.87587  0.18540  -1.03757  0.480
H  -2.46387  -0.90112  0.56518  0.135
H  -3.36911  0.05937  -0.83499  0.336
H  -0.81330  1.11513  0.60466  0.197
H  -1.52345  2.03626  -0.48566  0.294
H  0.27612  1.22441  -3.49338  0.383
H  3.71005  0.63102  1.38254  0.278
H  3.31697  -0.66416  2.46339  0.244
H  -2.08064  -1.23197  -2.24931  0.258
H  -1.01167  -1.86221  -1.01007  0.239

=====

Frontier orbital gap, record by record: 8.33; 7.88 eV